No. 1
{"formula": "C32H39IN4O7Ru", "method": "the ωB97M-V functional and the def2-TZVPD basis", "charge": 1, "s2": 8.758, "spin_multiplicity": 6, "homo_energy_ev": [-10.305, -10.331], "de_lowest_ev": 1.132, "homo_lumo_gap_ev": [7.550, 6.423], "total_energy_ha": -2380.8505, "elements": ["Ru", "C", "N", "C", "C", "O", "C", "O", "C", "C", "O", "N", "C", "C", "H", "H", "H", "H", "H", "H", "H", "H", "H", "H", "H", "H", "H", "H", "H", "H", "C", "C", "N", "C", "C", "C", "O", "C", "C", "N", "C", "C", "C", "C", "C", "C", "I", "C", "O", "H", "H", "H", "H", "H", "H", "H", "H", "H", "H", "H", "H", "C", "C", "C", "C", "C", "C", "C", "C", "C", "C", "O", "O", "H", "H", "H", "H", "H", "H", "H", "H", "H", "H", "H"], "coordinates": [[0.28843, -0.41194, -0.25857], [-0.09118, -3.28498, 4.56392], [-0.17688, -3.30500, 3.10769], [-0.16719, -4.62212, 2.47834], [-0.05204, -2.20336, 2.36102], [0.07053, -2.23235, 1.13571], [-0.09447, -0.86565, 3.08250], [-0.19589, 0.18254, 2.13247], [-1.24120, 1.11314, 2.39570], [-1.77384, 1.64020, 1.07654], [-1.05989, 1.58754, 0.07284], [-3.00232, 2.15748, 1.06853], [-3.60233, 2.58292, -0.19314], [-3.80197, 2.31857, 2.27883], [-0.59414, -4.16923, 4.94802], [-0.58724, -2.41625, 4.98870], [0.94672, -3.30384, 4.90296], [-0.95572, -5.22687, 2.92418], [0.79356, -5.11490, 2.63364], [-0.34691, -4.51698, 1.41476], [0.81142, -0.73695, 3.68111], [-0.95104, -0.84562, 3.75552], [-0.85249, 1.95280, 2.98116], [-2.03424, 0.63085, 2.96702], [-2.96066, 2.27794, -1.01302], [-3.72460, 3.66633, -0.21117], [-4.57807, 2.10831, -0.29993], [-3.20415, 2.69434, 3.10778], [-4.28885, 1.38605, 2.57265], [-4.57686, 3.05336, 2.07688], [-4.17399, -1.61345, 0.94223], [-3.98201, -1.36952, -0.52548], [-5.00816, -1.48886, -1.32653], [-4.82380, -1.28514, -2.65327], [-3.62100, -0.95553, -3.21059], [-3.54896, -0.70805, -4.69501], [-2.57785, -1.56372, -5.30819], [-2.50094, -0.77903, -2.34936], [-1.25476, -0.35912, -2.95348], [-0.27932, 0.25468, -2.37578], [0.78409, 0.75544, -3.20736], [0.81201, 0.60104, -4.59896], [1.82619, 1.13307, -5.37265], [2.85457, 1.85820, -4.78885], [2.85335, 2.03498, -3.41887], [1.83063, 1.48932, -2.65553], [2.00889, 1.83850, -0.59964], [-2.67365, -1.00858, -0.98232], [-1.73823, -0.92483, -0.07779], [-5.21111, -1.87595, 1.13464], [-3.90837, -0.72410, 1.52175], [-3.52016, -2.41766, 1.28658], [-5.70246, -1.40668, -3.27566], [-3.28393, 0.33562, -4.89442], [-4.53815, -0.87760, -5.11990], [-2.94289, -1.93322, -6.11578], [-1.20527, -0.54065, -4.01842], [0.03267, 0.05239, -5.10724], [1.80699, 0.97962, -6.44335], [3.64715, 2.28388, -5.38899], [3.64752, 2.59205, -2.94110], [6.63204, -5.41476, -2.58549], [5.52298, -4.50673, -2.12462], [4.69209, -4.86672, -1.07425], [3.65494, -4.04382, -0.64901], [2.78477, -4.45312, 0.50899], [3.44961, -2.83869, -1.31294], [4.26774, -2.44593, -2.37480], [4.04703, -1.12964, -3.07340], [5.30062, -3.28756, -2.75751], [2.33346, -1.95006, -0.89005], [2.36877, -1.31908, 0.19876], [1.31458, -1.79103, -1.64507], [6.79607, -6.22952, -1.88182], [7.56796, -4.86620, -2.69627], [6.39477, -5.85385, -3.55630], [4.85237, -5.81401, -0.57050], [2.87560, -5.52270, 0.69830], [1.73672, -4.22336, 0.31776], [3.07342, -3.91722, 1.41692], [4.02517, -0.30572, -2.35563], [3.09617, -1.12143, -3.61087], [4.84541, -0.93071, -3.78700], [5.95003, -2.98627, -3.57301]], "forces_ev_per_angstrom": [[-0.60, -0.28, 0.26], [-0.02, -0.04, -0.06], [0.01, 0.00, 0.06], [0.04, 0.04, 0.04], [-0.01, 0.01, -0.15], [0.03, -0.33, 0.27], [0.09, 0.09, 0.03], [-0.02, 0.04, 0.04], [0.04, -0.08, 0.03], [0.05, 0.00, -0.10], [0.09, 0.16, 0.07], [-0.02, 0.05, 0.04], [-0.01, -0.02, 0.04], [0.00, -0.01, -0.05], [0.00, 0.00, 0.01], [0.00, 0.00, 0.00], [0.00, -0.01, 0.00], [0.00, -0.01, 0.00], [0.00, -0.01, -0.01], [-0.01, 0.02, -0.02], [0.01, 0.01, 0.00], [-0.01, 0.02, 0.02], [-0.01, 0.01, 0.04], [-0.03, -0.03, -0.03], [0.01, -0.01, 0.00], [0.00, 0.00, 0.01], [-0.01, 0.00, -0.01], [0.01, -0.01, -0.01], [-0.01, -0.01, -0.02], [0.00, 0.01, 0.01], [-0.01, -0.01, -0.01], [-0.03, 0.01, 0.10], [0.08, 0.07, -0.27], [-0.15, -0.13, 0.25], [0.14, 0.06, 0.06], [0.04, -0.07, -0.01], [-0.03, 0.05, 0.06], [0.05, -0.15, -0.21], [-0.19, 0.33, 0.13], [0.42, -0.14, -0.43], [-0.15, -0.01, -0.05], [0.00, -0.06, 0.01], [-0.01, 0.00, 0.00], [-0.01, 0.01, 0.01], [-0.04, -0.01, -0.12], [0.05, 0.09, 0.12], [0.26, 0.37, -0.08], [0.02, 0.16, 0.32], [-0.23, -0.28, -0.43], [0.00, 0.00, -0.01], [0.00, 0.00, -0.02], [0.00, 0.00, 0.00], [-0.01, 0.01, 0.02], [0.02, 0.01, -0.01], [-0.01, 0.00, -0.01], [0.00, 0.00, -0.02], [-0.13, 0.12, -0.04], [0.05, -0.01, -0.03], [0.00, 0.00, 0.01], [-0.01, -0.01, 0.00], [-0.01, -0.01, 0.00], [-0.02, 0.03, 0.01], [0.06, -0.04, -0.03], [-0.02, -0.02, 0.03], [0.06, -0.05, 0.06], [0.01, 0.00, 0.00], [-0.05, -0.01, -0.02], [0.01, 0.03, -0.06], [0.01, -0.06, 0.02], [0.01, 0.03, -0.02], [-0.10, 0.19, 0.06], [0.16, -0.01, 0.10], [0.16, -0.11, 0.01], [-0.01, 0.01, 0.00], [-0.01, 0.00, 0.00], [-0.01, 0.01, 0.00], [0.00, 0.01, 0.00], [0.00, 0.01, 0.00], [-0.02, 0.01, -0.02], [0.00, 0.00, -0.01], [0.02, -0.04, 0.00], [0.01, 0.00, 0.02], [0.00, -0.01, 0.01], [-0.01, 0.00, 0.01]]}

=====

No. 2
{"formula": "C32H40Cl39NO2PS", "method": "the ωB97M-V functional and the def2-TZVPD basis", "charge": 1, "homo_energy_ev": -11.017, "homo_lumo_gap_ev": 6.005, "total_energy_ha": -20134.5620, "elements": ["C", "C", "C", "C", "C", "C", "C", "C", "N", "C", "C", "Cl", "C", "C", "C", "P", "C", "C", "C", "C", "C", "C", "Cl", "C", "C", "Cl", "C", "S", "C", "O", "O", "H", "H", "H", "H", "H", "H", "H", "H", "H", "H", "H", "H", "H", "H", "H", "H", "H", "H", "H", "H", "H", "H", "H", "H", "H", "H", "H", "H", "H", "H", "H", "H", "H", "H", "H", "H", "H", "H", "H", "H", "C", "Cl", "Cl", "Cl", "Cl", "C", "Cl", "Cl", "Cl", "Cl", "C", "Cl", "Cl", "Cl", "Cl", "C", "Cl", "Cl", "Cl", "Cl", "C", "Cl", "Cl", "Cl", "Cl", "C", "Cl", "Cl", "Cl", "Cl", "C", "Cl", "Cl", "Cl", "Cl", "C", "Cl", "Cl", "Cl", "Cl", "C", "Cl", "Cl", "Cl", "Cl"], "coordinates": [[-3.01690, -3.09201, 5.44669], [-3.13784, -4.15976, 4.20518], [-4.57509, -4.06169, 3.38302], [-4.88755, -2.56464, 2.79204], [-4.93992, -2.50900, 1.12276], [-3.44465, -2.81827, 0.50470], [-2.89319, -1.46426, -0.30092], [-2.77478, -0.13755, 0.66263], [-1.49980, 0.69182, 0.39354], [-0.20434, 0.23596, 1.10075], [-0.09249, -1.10530, 2.06256], [1.13559, -2.37865, 1.38034], [0.25223, -0.72113, 3.65609], [1.47407, -1.64195, 4.27826], [1.23404, 1.07782, 0.94962], [2.87535, 0.64054, 1.82426], [4.25021, 1.11717, 0.55057], [3.13231, 1.72677, 3.39038], [2.09195, 2.99269, 3.51393], [1.27245, 2.40421, -0.01093], [-0.16431, 2.83229, -0.74771], [-0.05683, 4.20448, -1.65193], [1.13980, 5.47395, -0.92018], [0.45003, 3.96790, -3.19457], [0.31644, 2.42969, -3.74379], [-0.46157, 5.17545, -4.31482], [-1.55069, 1.92163, -0.54316], [-3.11806, 2.45629, -1.47053], [-4.03067, 3.65566, -0.35871], [-2.82830, 3.20798, -2.81310], [-3.99845, 1.23121, -1.93917], [-1.95193, -3.26935, 5.93748], [-3.83706, -3.24585, 6.29238], [-3.10191, -1.95493, 5.11750], [-3.09285, -5.27086, 4.62550], [-2.23145, -3.92690, 3.47210], [-5.41590, -4.28324, 4.20118], [-4.69300, -4.93411, 2.58346], [-5.94859, -2.22997, 3.16940], [-4.09848, -1.77336, 3.17563], [-5.75349, -3.30555, 0.78186], [-5.36260, -1.44155, 0.79919], [-2.65498, -3.14186, 1.31047], [-3.59825, -3.63511, -0.35347], [-1.88839, -1.68197, -0.90065], [-3.71063, -1.26839, -1.14517], [-2.82925, -0.50029, 1.79978], [-3.76374, 0.52215, 0.54839], [-1.08417, -1.73433, 2.13969], [0.61946, 0.40593, 3.74801], [-0.68715, -0.83504, 4.34943], [1.63358, -1.32894, 5.41156], [1.25282, -2.80345, 4.25729], [2.50475, -1.49589, 3.73263], [3.85182, 0.72380, -0.49952], [4.27072, 2.30711, 0.49382], [5.30128, 0.65079, 0.79734], [3.02324, 1.09861, 4.37325], [4.22747, 2.19825, 3.41828], [2.18761, 3.47276, 4.59203], [2.46852, 3.81366, 2.75116], [0.95565, 2.70232, 3.36443], [2.28064, 2.99576, -0.14964], [-1.10463, 4.77708, -1.65266], [1.58867, 4.28019, -3.25571], [0.81487, 1.61262, -3.06174], [-0.79804, 2.12777, -4.04742], [0.92035, 2.39369, -4.77311], [-5.16698, 3.41918, -0.20425], [-3.42906, 3.76743, 0.66650], [-3.95156, 4.73589, -0.86129], [4.63355, -4.23527, 4.00163], [3.48051, -3.88346, 2.68962], [4.89785, -2.76365, 4.97054], [3.97371, -5.52151, 5.04315], [6.18216, -4.77259, 3.30313], [-2.92825, 6.88901, 2.37860], [-1.99198, 7.69733, 3.66103], [-1.81125, 6.15993, 1.19747], [-3.94532, 5.61557, 3.09865], [-3.96457, 8.08328, 1.55728], [-2.84275, -3.00717, -4.12266], [-1.47489, -3.73925, -3.24651], [-3.38484, -1.54442, -3.26196], [-2.32639, -2.56940, -5.77078], [-4.18490, -4.17574, -4.21149], [8.25415, -0.64647, 0.66975], [7.10112, -0.29466, -0.64226], [8.51845, 0.82515, 1.63866], [7.59432, -1.93271, 1.71127], [9.80277, -1.18379, -0.02875], [-1.67794, -3.61994, -9.75624], [-2.83098, -3.26813, -11.06824], [-1.41364, -2.14832, -8.78733], [-2.33777, -4.90618, -8.71471], [-0.12933, -4.15726, -10.45473], [-1.45431, 4.72018, -8.12806], [-1.98573, 5.97077, -6.97557], [-2.26911, 4.96969, -9.69272], [0.30972, 4.83075, -8.35280], [-1.87208, 3.10944, -7.49104], [2.55246, 7.59666, -9.96239], [3.38218, 8.78126, -11.00302], [1.60415, 6.47839, -10.97456], [3.76024, 6.67562, -9.03100], [1.46329, 8.45147, -8.84086], [3.20242, -5.95876, 9.09694], [4.03214, -4.77417, 8.05631], [2.25411, -7.07703, 8.08477], [4.41020, -6.87981, 10.02833], [2.11325, -5.10396, 10.21848], [4.32137, -4.68485, -1.42019], [5.15109, -3.50025, -2.46082], [3.37306, -5.80312, -2.43236], [5.52915, -5.60590, -0.48880], [3.23220, -3.83005, -0.29866]], "forces_ev_per_angstrom": [[0.20, -0.15, 0.41], [-0.60, 0.15, -0.22], [-0.34, 0.01, 1.17], [-0.56, 0.06, -0.86], [-0.18, -0.11, 1.27], [-0.47, 0.88, -1.39], [-0.71, -0.44, -0.58], [-1.73, -1.04, 0.69], [3.10, 1.24, 0.15], [1.25, 2.31, -1.51], [-1.46, -0.07, 1.05], [-1.83, 1.85, 0.24], [1.41, 0.34, 0.32], [0.17, -0.22, 0.62], [-3.24, 3.45, -2.86], [0.81, -1.25, 0.19], [-0.95, 1.43, -0.93], [-0.30, 1.89, 1.14], [0.62, 0.52, 0.39], [-4.43, -3.41, 1.06], [0.81, -2.09, 1.68], [-1.60, 0.17, -0.38], [-1.20, -1.50, -0.28], [0.84, -0.86, 0.15], [-0.06, 0.03, -1.67], [1.09, -1.51, 1.37], [5.29, 0.17, 1.80], [-3.46, -1.41, -7.05], [0.38, 1.92, 1.29], [0.50, -1.66, 5.45], [3.20, 3.57, 3.40], [-2.25, 0.53, -0.92], [1.71, 0.14, -1.91], [0.26, -2.44, 0.51], [0.27, 2.46, -0.92], [-1.83, -0.77, 1.47], [1.81, 0.42, -1.76], [0.48, 2.06, 1.52], [2.14, -0.54, -0.64], [-1.53, -1.63, -0.69], [1.92, 1.65, 0.60], [1.07, -2.27, 0.57], [-1.72, 0.35, -1.52], [0.77, 1.64, 2.05], [-1.99, 0.52, 1.57], [1.95, -0.10, 2.55], [0.66, 1.06, -2.45], [2.58, -1.16, -0.03], [1.94, 1.54, -0.69], [-0.90, -2.32, -0.38], [1.61, 0.13, -1.68], [-0.47, -0.61, -2.35], [0.21, 2.50, 0.03], [-2.29, -0.07, 0.93], [1.04, 0.71, 2.22], [0.50, -2.51, -0.03], [-2.47, 1.03, -0.26], [0.20, 0.76, -2.14], [-2.28, -1.24, -0.34], [-0.18, -1.03, -2.23], [-1.22, -1.61, 1.43], [2.43, 0.61, 0.08], [-2.48, -1.16, 0.20], [2.40, -1.49, -0.09], [-2.50, -0.60, 0.21], [-1.06, 1.82, -1.05], [2.42, 0.80, 1.06], [-1.28, 0.17, 2.26], [2.39, -0.09, -0.45], [-1.47, -0.55, -2.17], [-0.04, -2.61, 0.75], [-0.11, -0.29, -0.01], [0.72, -0.29, 0.86], [-0.01, -0.26, -0.16], [0.20, 0.32, -0.74], [-0.36, 0.16, 0.18], [-0.10, 0.34, 0.15], [-0.27, -0.29, -0.42], [-0.06, 0.12, 0.17], [0.20, 0.20, -0.16], [0.31, -0.40, 0.21], [-0.10, 0.02, -0.26], [-0.25, 0.16, -0.11], [0.14, -0.40, -1.23], [-0.16, -0.19, 0.58], [0.35, 0.30, 0.05], [0.25, -0.15, 0.06], [0.40, -0.18, 0.11], [-0.11, -0.31, -0.23], [0.08, 0.33, -0.27], [-0.48, 0.17, 0.19], [-0.04, -0.15, -0.13], [0.32, -0.08, 0.38], [0.01, -0.22, -0.33], [0.16, 0.32, -0.25], [-0.41, 0.16, 0.20], [0.07, 0.01, -0.03], [-0.02, -0.18, -0.48], [0.23, -0.06, 0.42], [-0.51, -0.11, 0.21], [0.07, 0.35, -0.11], [-0.05, 0.07, -0.10], [-0.21, -0.32, 0.29], [0.31, 0.36, 0.12], [-0.28, 0.18, -0.19], [0.25, -0.22, -0.26], [0.09, 0.04, 0.16], [-0.21, -0.20, 0.68], [0.21, 0.25, 0.18], [-0.34, 0.25, -0.27], [0.25, -0.22, -0.28], [0.10, -0.18, -0.10], [-0.21, -0.26, 0.28], [0.24, 0.31, 0.28], [-0.34, 0.28, -0.21], [0.28, -0.14, -0.91]]}